1.
88
Properties=species:S:1:pos:R:3:forces:R:3:mulliken_charge:R:1 method="wB97M-V/def2-TZVPD" spin_multiplicity=1 fmax_ev_per_a=0.5 total_energy_ev=-138606.45554 homo_lumo_gap_ev=7.22
Mg -0.4847 0.2379 -0.2766 0.04 0.06 0.37 2.930
I 3.2404 -1.8667 -0.1464 0.00 0.24 0.20 0.320
C 3.7648 -3.2245 1.3381 -0.09 0.03 0.07 -0.042
C 4.8953 -3.9347 1.1551 0.02 -0.07 -0.03 -0.381
C 5.4826 -4.7133 2.2077 -0.01 0.02 -0.03 -0.836
C 4.8999 -4.7579 3.4186 -0.04 -0.02 0.00 -0.971
C 3.6372 -4.1175 3.6636 0.00 0.04 -0.05 0.566
C 2.9729 -4.3672 4.8360 -0.06 0.04 0.04 -0.677
C 1.5790 -4.1977 4.9708 0.09 -0.02 0.04 -1.023
C 0.8230 -3.7601 3.9333 -0.04 0.01 -0.07 -0.402
C 1.3957 -3.1115 2.7850 -0.31 -0.01 0.11 1.298
P 0.2950 -2.8700 1.3159 0.03 -0.04 0.07 1.277
C 0.0195 -4.6032 0.7662 0.14 -0.01 -0.03 1.182
C 0.6020 -5.7184 1.3702 -0.05 0.04 0.02 -1.011
C 0.3842 -6.9917 0.8617 0.01 0.00 -0.01 -0.693
C -0.4155 -7.1750 -0.2557 0.01 -0.01 0.00 -0.695
C -0.9752 -6.0724 -0.8845 0.02 0.02 -0.02 -0.915
C -0.7406 -4.7989 -0.3893 0.04 0.07 -0.10 -0.264
C -1.2786 -2.4361 2.1959 0.01 0.08 0.08 0.410
C -2.5223 -2.9231 1.6002 0.04 0.00 -0.03 -1.139
C -3.6555 -3.1877 2.2727 0.05 -0.08 0.02 -0.523
C -3.9071 -2.8759 3.6600 -0.16 -0.02 -0.06 -0.593
C -3.3249 -1.8642 4.3059 0.07 0.20 0.18 -0.837
C -2.3153 -0.9575 3.6808 -0.21 -0.04 -0.18 -0.237
C 3.0303 -3.2886 2.6145 0.29 0.07 0.00 0.098
H 5.4175 -3.8616 0.2102 0.01 0.00 -0.01 0.489
H 6.4143 -5.2289 2.0190 0.00 -0.01 -0.01 0.395
H 5.3431 -5.3164 4.2338 0.00 0.00 0.00 0.363
H 3.5030 -4.9037 5.6141 0.00 0.00 0.00 0.361
H 1.0925 -4.6067 5.8475 0.00 0.01 0.01 0.395
H -0.2429 -3.9458 3.9364 0.04 -0.02 -0.02 0.458
H 1.2307 -5.6065 2.2423 0.03 0.02 0.03 0.225
H 0.8462 -7.8434 1.3444 0.00 0.00 0.00 0.453
H -0.5858 -8.1693 -0.6474 0.00 0.00 0.00 0.382
H -1.5775 -6.2004 -1.7751 0.01 0.01 0.00 0.460
H -1.1352 -3.9410 -0.9249 -0.02 0.04 0.02 0.128
H -2.4736 -3.2294 0.5657 0.02 0.05 -0.05 0.367
H -4.4450 -3.7077 1.7412 0.00 0.00 -0.01 0.520
H -4.6666 -3.4549 4.1718 0.01 0.00 0.00 0.466
H -3.6044 -1.6457 5.3296 0.09 -0.07 0.03 0.503
H -2.0189 -0.1931 4.3893 0.14 0.12 -0.07 0.876
F -2.6490 1.9709 4.0603 0.37 -0.02 -0.07 -0.202
C -3.4509 1.5588 3.1055 -0.30 -0.12 -0.19 0.894
F -3.6409 2.5220 2.2181 0.08 -0.04 0.02 -0.182
F -4.6349 1.2597 3.6929 -0.01 0.07 0.00 -0.253
S -3.1272 -0.0606 2.1944 0.20 -0.11 -0.28 -0.032
O -0.5555 2.3430 2.0411 -0.39 0.11 0.25 -0.601
O -2.0651 0.0339 1.1482 -0.12 0.37 0.06 -0.642
N -1.1477 -1.6062 3.1659 0.01 -0.28 0.00 -0.176
S 0.8183 1.8185 2.0132 0.27 0.05 -0.10 0.393
O 2.3675 -2.1243 3.0401 0.02 -0.15 -0.11 -0.580
O 1.0381 1.0511 0.7126 -0.28 -0.32 -0.14 -0.699
C 1.7616 3.3806 1.5292 0.10 -0.08 -0.03 0.574
F 1.9778 4.1251 2.6237 -0.02 0.01 -0.01 -0.231
F 1.0704 4.1241 0.6543 0.02 -0.02 -0.02 -0.194
F 2.9506 3.0995 0.9791 -0.05 0.02 0.06 -0.219
C 2.9045 -0.6119 -5.6970 -0.01 -0.01 0.01 -1.367
C 2.9294 -1.7617 -4.7334 0.02 -0.02 0.02 0.978
C 4.1004 -2.4298 -4.4226 0.01 0.00 0.03 -0.919
C 4.0982 -3.4747 -3.5073 -0.07 -0.04 -0.05 0.429
Cl 5.5944 -4.2843 -3.1306 0.01 0.01 0.04 -0.248
C 2.9333 -3.8673 -2.8867 -0.02 -0.10 -0.18 -0.857
C 1.7471 -3.2081 -3.1923 -0.03 -0.14 0.01 -0.308
C 1.7452 -2.1737 -4.1083 0.16 0.00 0.04 0.539
O 0.6267 -1.4924 -4.4779 -0.05 0.07 -0.25 -0.441
C -0.5301 -1.6452 -3.7064 -0.10 0.10 0.05 -1.164
C -0.4089 -1.0268 -2.3268 -0.10 0.02 0.07 1.529
O 0.5186 -0.2281 -2.0741 0.13 0.03 0.11 -1.011
O -1.3165 -1.2794 -1.4766 -0.01 0.01 0.07 -0.835
H 3.8998 -0.4231 -6.0960 0.00 0.00 0.00 0.411
H 2.5441 0.2912 -5.2020 0.00 0.01 0.00 0.234
H 2.2252 -0.8106 -6.5271 0.00 0.00 -0.01 0.310
H 5.0297 -2.1297 -4.8894 0.01 0.00 0.00 0.370
H 2.9433 -4.6718 -2.1645 -0.01 0.00 0.02 0.543
H 0.8346 -3.5090 -2.6959 0.04 -0.04 0.06 0.162
H -0.8682 -2.6799 -3.6186 0.04 -0.05 -0.04 0.390
H -1.3055 -1.0861 -4.2324 -0.06 -0.05 0.03 0.363
I -5.1484 3.6830 -2.0356 0.00 0.00 0.00 0.076
C -3.0954 3.3768 -1.9099 0.00 0.01 0.01 -0.582
C -2.1974 4.2982 -2.4263 0.00 0.00 0.00 0.010
C -0.8424 4.0398 -2.3078 0.00 0.01 0.01 -1.112
C -0.4345 2.8771 -1.6795 -0.01 0.00 0.01 -0.361
N -1.3043 1.9977 -1.1807 -0.06 -0.07 -0.08 -0.322
C -2.6100 2.2372 -1.2940 0.00 0.03 0.06 -0.170
H -2.5495 5.2002 -2.9084 0.00 0.00 0.00 0.406
H -0.1082 4.7339 -2.6908 0.00 0.00 0.00 0.432
H 0.6128 2.6336 -1.5566 0.00 -0.01 -0.01 0.587
H -3.2768 1.4973 -0.8696 0.00 -0.01 -0.01 0.396


2.
77
Properties=species:S:1:pos:R:3:forces:R:3:mulliken_charge:R:1 method="wB97M-V/def2-TZVPD" spin_multiplicity=1 fmax_ev_per_a=3.6 total_energy_ev=-67743.99886 homo_lumo_gap_ev=6.52
C -1.2575 -6.6764 -1.2607 -0.34 0.44 -0.09 -0.791
O -2.1343 -5.5755 -1.5851 0.18 -0.39 0.20 -0.449
C -1.7453 -4.2967 -1.3295 0.61 0.81 -0.07 0.794
C -2.5911 -3.2434 -1.8325 0.62 -1.18 -0.01 -1.066
C -2.2250 -1.9421 -1.6187 0.41 0.56 0.92 -0.243
C -1.0568 -1.6112 -0.8981 0.45 -1.49 -0.76 -1.083
C -0.6732 -0.2002 -0.6601 1.63 0.41 -0.57 1.096
C 0.7813 0.0460 -0.2805 -0.05 -0.67 -0.81 -0.284
C 1.5627 0.6455 -1.2567 0.01 0.19 0.44 -0.577
C 2.9114 0.8569 -1.0597 0.76 -0.03 0.38 -0.624
C 3.4925 0.5203 0.1733 0.25 0.06 0.10 0.129
O 4.8220 0.8742 0.4877 -0.31 -0.26 -0.68 -0.541
C 5.8608 0.5521 -0.3936 -0.03 -0.22 0.36 0.542
C 6.9984 1.3732 -0.3952 -0.21 -0.09 -0.16 -0.667
C 8.1074 1.0177 -1.1658 -0.17 -0.23 -0.10 -0.382
C 8.1092 -0.1726 -1.9033 -0.15 0.05 0.05 -0.496
C 6.9823 -0.9973 -1.8688 -0.17 0.21 -0.02 -0.570
C 5.8473 -0.6315 -1.1328 0.37 0.08 -0.09 -0.130
C 2.7137 -0.0881 1.1758 0.38 -0.10 -0.59 -1.318
C 1.3743 -0.3625 0.9200 0.30 0.37 -0.02 0.591
C -0.1854 -2.6264 -0.5667 -0.13 -0.21 0.59 -0.368
C -0.5230 -3.9656 -0.6878 -0.87 -0.91 -1.12 -0.958
H -1.8606 -7.5619 -1.4843 0.24 0.16 0.10 0.249
H -0.3586 -6.6762 -1.9010 -0.29 0.12 0.25 0.324
H -0.9622 -6.6886 -0.1947 -0.19 0.13 -0.45 0.291
H -3.4654 -3.4415 -2.4687 0.41 -0.28 0.55 0.415
H -2.8658 -1.1222 -1.9294 -0.02 -0.17 -0.18 0.402
H -0.8287 0.2550 -1.6580 -0.20 0.44 0.96 0.817
H 1.0565 1.0489 -2.1277 0.27 -0.29 -0.23 0.464
H 3.5088 1.2491 -1.8765 0.09 0.20 0.27 0.502
H 7.0080 2.2890 0.1933 -0.09 -0.23 -0.09 0.380
H 8.9805 1.6732 -1.2043 -0.31 -0.19 0.11 0.360
H 8.9768 -0.4468 -2.5120 -0.34 0.10 0.30 0.359
H 6.9668 -1.9352 -2.4305 0.03 0.34 0.18 0.341
H 4.9687 -1.2708 -1.1196 0.14 0.09 0.03 0.400
H 3.1431 -0.4363 2.1185 0.09 0.38 -0.35 0.475
H 0.7891 -0.8229 1.7094 0.36 -0.13 -0.43 0.218
H 0.7849 -2.3729 -0.1642 -0.05 -0.13 0.09 0.395
H 0.2154 -4.7418 -0.4267 -0.60 0.46 -0.08 0.379
C -5.9828 2.8270 3.0743 -0.92 0.28 0.42 -1.340
C -4.6374 2.6263 2.5602 1.93 0.06 -0.68 0.859
C -3.4585 3.2184 2.9325 -0.71 -0.47 0.38 -1.054
C -2.3531 2.7166 2.2341 0.90 0.40 -1.22 -0.843
C -2.5948 1.9053 1.1405 -0.33 2.45 2.41 -0.272
B -1.4603 0.2749 0.6022 -2.70 -0.67 1.50 3.790
C -1.4953 2.1164 -0.0157 -1.37 2.78 -1.91 1.611
C -2.2536 2.4109 -1.1956 -0.41 -0.31 0.47 -0.278
C -1.9132 3.3968 -2.1019 0.23 -0.13 -0.41 -1.239
C -0.6881 4.0626 -2.0320 -0.18 -0.41 0.79 0.184
C -0.2372 4.9688 -3.1334 0.01 0.74 -0.78 0.823
F 0.3116 6.1362 -2.6831 -0.35 -0.95 -0.30 -0.270
F 0.7143 4.3548 -3.9058 -0.70 0.54 0.58 -0.254
F -1.2665 5.3119 -3.9708 0.91 -0.27 0.68 -0.282
C 0.1453 3.7980 -0.9422 -0.28 -0.39 -0.18 -1.386
C -0.2174 2.8442 0.0098 -1.00 -0.97 1.55 -0.241
O -0.9314 0.2690 1.9732 -0.40 0.04 -1.09 -0.917
C -1.5680 -0.8088 2.5245 -0.93 -1.33 -1.29 -0.004
C -2.6606 -1.2312 1.7078 1.42 -0.28 0.71 0.452
C -3.1415 -2.5181 1.7546 -0.37 -0.11 0.30 -0.896
C -2.4551 -3.4361 2.5440 -0.16 -0.17 0.12 -0.585
C -1.3505 -3.0454 3.2892 -0.19 -0.11 0.59 -0.670
C -0.9560 -1.7098 3.3646 0.20 0.03 0.12 -1.076
O -2.8311 -0.4373 0.6416 1.54 0.83 -0.62 -0.721
S -4.3339 1.5281 1.3117 0.37 -0.52 -1.89 -0.290
H -5.9033 3.7186 3.6907 -0.47 0.09 0.19 0.387
H -6.7080 2.9980 2.2698 0.09 0.00 0.22 0.324
H -6.3426 1.9962 3.6936 0.11 0.14 -0.11 0.253
H -3.4246 3.9933 3.6723 0.21 0.11 0.38 0.399
H -1.3410 3.0476 2.3697 0.14 0.38 0.35 0.550
H -3.2143 1.8804 -1.3178 0.49 0.53 0.08 0.309
H -2.6213 3.7087 -2.8603 0.08 -0.37 -0.13 0.494
H 1.0596 4.3842 -0.8241 -0.12 -0.50 0.01 0.474
H 0.4840 2.6388 0.8330 -0.46 0.26 -0.30 0.557
H -3.9559 -2.7967 1.0923 0.19 -0.11 0.05 0.433
H -2.7771 -4.4759 2.5447 0.17 0.17 -0.04 0.417
H -0.7516 -3.7910 3.8007 -0.23 0.05 0.19 0.384
H -0.1180 -1.3763 3.9664 0.15 -0.22 -0.13 0.544


3.
88
Properties=species:S:1:pos:R:3:forces:R:3:lowdin_spin:R:1 method="wB97M-V/def2-TZVPD" spin_multiplicity=3 fmax_ev_per_a=0.6 total_energy_ev=-166506.05889 homo_lumo_gap_ev="6.79 / 6.84" charge=-1
Ni 0.7853 0.5828 1.2732 0.36 0.28 -0.01 1.740
Cl 5.4361 5.2847 -0.6534 0.02 0.02 -0.01 0.000
C 4.3066 3.9529 -0.6077 -0.02 -0.03 -0.01 -0.001
C 4.2852 3.0541 -1.6346 -0.02 -0.01 0.02 0.001
C 3.3844 1.9744 -1.6278 -0.05 0.08 0.06 0.001
I 3.3115 0.6630 -3.2439 0.00 -0.02 0.00 0.000
C 2.4938 1.7589 -0.5811 -0.12 0.01 -0.01 0.005
O 1.6324 0.8099 -0.5306 0.09 -0.08 0.01 0.054
C 2.5289 2.7356 0.4883 0.01 0.08 -0.09 0.004
N 1.6193 2.5382 1.4712 0.01 -0.20 0.09 0.044
C 1.5299 3.3954 2.4530 -0.06 0.01 0.10 0.002
C 2.3683 4.5206 2.5358 0.04 0.04 -0.04 0.002
C 3.3091 4.7341 1.5676 -0.04 -0.02 0.03 -0.003
C 3.4105 3.8316 0.4862 -0.01 -0.03 -0.05 0.001
H 4.9648 3.1753 -2.4670 0.01 0.02 0.01 0.000
H 0.7874 3.1872 3.2136 0.03 -0.01 -0.03 0.000
H 2.2589 5.2015 3.3690 0.00 -0.01 -0.01 0.000
H 3.9699 5.5892 1.6104 0.01 0.00 0.00 0.000
N -1.6778 2.1766 -5.4325 0.01 0.00 0.00 0.000
C -1.7329 2.2372 -4.0362 -0.04 -0.06 0.04 0.000
C -2.9439 2.0474 -3.3656 0.04 0.00 -0.05 0.000
C -3.0049 2.1395 -1.9842 -0.03 -0.10 0.00 0.000
C -1.8595 2.4323 -1.2642 0.03 -0.11 0.04 0.000
C -0.6513 2.6301 -1.9208 0.12 0.01 -0.03 0.000
C -0.5836 2.5251 -3.2979 -0.05 0.01 0.06 0.000
S -1.9085 2.5735 0.4971 -0.07 0.19 0.14 0.002
O -1.0480 3.6868 0.8042 0.03 -0.04 0.05 0.000
O -3.2947 2.6515 0.8901 0.10 0.03 -0.05 0.003
N -1.2127 1.2674 1.1394 0.00 -0.51 -0.38 0.026
C -1.9250 0.1061 1.3412 -0.05 -0.06 -0.07 0.001
N -3.0032 -0.2281 0.6168 0.09 0.13 -0.01 0.003
C -3.5193 -1.4277 0.8488 -0.03 0.09 -0.06 0.000
C -2.9906 -2.3218 1.7595 0.05 -0.05 0.09 0.003
C -1.8794 -1.8805 2.4643 -0.04 0.10 0.04 0.000
N -1.3578 -0.6787 2.2806 -0.14 -0.11 0.02 0.009
H -2.3785 1.5910 -5.8577 -0.02 0.01 0.00 0.000
H -0.7589 1.9930 -5.8030 0.01 -0.01 0.00 0.000
H -3.8431 1.8321 -3.9334 0.02 0.00 -0.01 0.000
H -3.9334 1.9791 -1.4523 0.02 0.01 0.01 0.000
H 0.2452 2.8503 -1.3529 -0.12 0.02 -0.02 0.000
H 0.3679 2.6608 -3.7989 -0.01 0.00 -0.02 0.000
H -4.3959 -1.6876 0.2603 0.01 0.01 0.00 0.000
H -3.4228 -3.2974 1.9263 0.00 0.00 0.00 0.000
H -1.3970 -2.5050 3.2100 0.00 0.01 0.02 0.000
S -1.4342 -1.5342 6.6724 0.06 0.08 0.11 0.003
C -0.3352 -0.7860 5.6681 -0.24 -0.05 -0.42 0.002
S 0.9897 -1.6234 4.9137 0.10 0.14 0.12 0.002
C 1.3952 -0.2020 3.9729 -0.13 -0.07 -0.19 0.008
N 0.6151 0.8006 4.2243 -0.08 -0.05 0.10 0.020
N -0.3527 0.4624 5.1560 0.12 0.00 0.16 0.002
C -1.3852 1.4349 5.3510 0.06 -0.02 0.06 0.000
C -1.9187 2.0453 4.2260 0.01 -0.01 0.06 0.000
C -2.9146 2.9982 4.3740 -0.01 0.00 -0.01 0.000
C -3.3640 3.3387 5.6423 -0.02 0.02 0.00 0.000
C -2.8150 2.7275 6.7612 0.03 -0.05 0.03 0.000
C -1.8199 1.7698 6.6247 -0.02 0.01 -0.08 0.000
S 2.5730 -0.2537 2.7156 0.02 -0.02 0.04 0.039
H -1.5498 1.7695 3.2479 0.00 0.07 0.08 0.000
H -3.3359 3.4543 3.4867 0.01 0.00 0.01 0.000
H -4.1434 4.0819 5.7596 0.01 -0.01 0.00 0.000
H -3.1636 2.9933 7.7514 0.00 0.00 0.00 0.000
H -1.3960 1.2766 7.4854 0.02 -0.02 0.05 0.000
C -1.2974 -4.3195 -2.4482 -0.05 -0.04 -0.03 0.000
N -0.3862 -3.1936 -2.2562 0.00 -0.01 0.08 0.000
N 0.1359 -3.1328 -0.9568 0.05 0.05 0.07 0.001
C 0.1137 -1.8153 -0.5005 0.26 -0.28 0.21 0.002
O 0.6345 -1.4900 0.5653 -0.30 0.26 -0.12 0.025
C -0.5720 -1.0668 -1.5189 -0.06 0.13 -0.06 0.000
C -0.8783 -1.9176 -2.5126 -0.01 -0.02 -0.06 0.000
C -1.6501 -1.6589 -3.7564 0.00 -0.01 -0.03 0.000
C 1.0873 -4.1009 -0.5526 0.00 0.01 0.02 0.000
C 1.3345 -4.2890 0.8056 -0.01 0.01 -0.06 0.000
C 2.2693 -5.2321 1.1994 0.00 0.00 0.02 0.000
C 2.9428 -6.0011 0.2598 0.00 -0.01 0.01 0.000
C 2.6858 -5.8116 -1.0889 0.00 0.00 -0.02 0.000
C 1.7665 -4.8582 -1.5015 -0.01 0.02 0.00 0.000
H -0.8548 -5.2045 -1.9987 0.03 -0.01 -0.03 0.000
H -1.4197 -4.5021 -3.5140 -0.02 0.03 -0.01 0.000
H -2.2747 -4.1397 -1.9885 0.02 0.01 0.04 0.000
H -0.7582 -0.0087 -1.4801 0.00 0.07 0.00 0.000
H -1.9397 -0.6111 -3.7802 0.00 0.04 -0.02 0.000
H -2.5570 -2.2677 -3.7936 0.01 0.02 0.01 0.000
H -1.0526 -1.8883 -4.6414 -0.01 0.00 0.02 0.000
H 0.8176 -3.6805 1.5319 0.00 0.01 0.02 0.000
H 2.4703 -5.3644 2.2551 0.00 0.01 -0.02 0.000
H 3.6684 -6.7387 0.5779 -0.01 0.01 0.00 0.000
H 3.2144 -6.3963 -1.8314 0.00 0.01 0.00 0.000
H 1.5866 -4.6809 -2.5535 0.01 -0.01 0.01 0.000


Looking at energy relative to the best compared isomer or geometry (same formula, charge and spin) for the records above, in order, we have 272.00 270.77 52.60 kJ/mol.